1.
73
Properties=species:S:1:pos:R:3 method="wB97M-V/def2-TZVPD" orbital_gap_ev="6.433 / 5.700" de_lowest_ev=3.265 homo_ev="-14.5 / -13.4" total_charge=+2
Sb -1.36448 2.84860 -0.49176
Sn 0.15543 0.07360 -0.84642
Si 1.76140 -2.53694 -1.82458
Si 2.00627 -1.99005 1.33789
Si -0.84923 -2.61281 0.05544
O 2.19187 1.24760 -1.53601
O -1.63999 -1.07964 0.13253
O 1.47736 1.58839 0.38337
N 1.08035 0.35490 2.87307
N 2.34421 1.89417 -0.51626
C 2.12707 -4.35362 -1.62114
C 1.25232 -1.13456 2.90981
C 0.46405 1.03166 3.73033
C 3.60704 -1.06469 1.10004
C -4.20029 2.86455 -1.70028
C -3.36430 3.58269 -0.64492
C 0.89305 -1.95615 -0.19004
C 0.60763 -2.21908 -3.28013
C -0.47475 4.19647 0.91980
C -0.93567 5.64275 0.74370
C -0.63660 3.32210 -2.44615
C -1.59571 -3.59370 -1.32401
C -3.05766 -0.93568 0.32545
C -1.20546 -3.52462 1.63064
C 2.26440 -3.72041 1.95009
C -0.62666 4.81263 -2.78335
C -0.21319 0.75744 4.99021
C 3.35886 -1.65449 -2.17706
H 2.39238 -4.78625 -2.58970
H 4.39487 -1.71819 0.72142
H 3.52561 -0.23249 0.40094
H -0.47469 6.25706 1.51896
H 1.28745 -4.92529 -1.21956
H -3.34540 -1.31993 1.30411
H -3.81474 3.50652 0.34466
H 1.39494 -4.12248 2.47112
H -0.17761 -1.48239 -3.07124
H 4.15265 -1.93824 -1.48590
H -3.30131 0.12477 0.27054
H 3.96581 -0.66722 2.05440
H 1.54874 0.88224 2.11526
H -0.68097 -4.48340 1.64260
H 0.12089 5.34853 -2.20031
H 1.18314 -1.83641 -4.12538
H 0.36261 2.89374 -2.52791
H 0.60297 4.08709 0.81160
H -2.48332 -4.11401 -0.95450
H -1.59896 5.27918 -2.61945
H 3.10521 -3.73032 2.64980
H 0.28314 -1.55789 3.16901
H -3.60502 -1.47040 -0.45141
H 0.50529 0.95678 5.79258
H -5.19303 3.31306 -1.74623
H -0.54483 -0.28252 5.05346
H -0.91450 -4.36052 -1.69823
H 3.68857 -1.94557 -3.17853
H -1.90075 -2.97995 -2.17338
H -1.29315 2.76345 -3.11602
H -3.76316 2.94844 -2.69578
H -0.76078 3.80674 1.89798
H 3.27663 -0.56971 -2.16977
H 1.92788 -1.34337 3.74324
H -0.63585 6.05462 -0.21710
H -2.01454 5.74900 0.85043
H -1.05667 1.43053 5.14217
H -4.33382 1.80712 -1.46769
H -0.37741 4.94767 -3.83635
H -0.95626 -2.99454 2.54910
H 2.51112 -4.39881 1.13292
H 0.09956 -3.12501 -3.61273
H -2.27487 -3.75282 1.66515
H 2.98517 -4.50042 -0.96138
H -3.24031 4.64049 -0.88316

***

2.
83
Properties=species:S:1:pos:R:3 method="wB97M-V/def2-TZVPD" orbital_gap_ev=2.042 homo_ev=2.9 total_charge=-3
S -15.74783 -22.61856 28.74855
S -13.55567 -26.14339 28.04738
Na -14.16254 -23.98225 25.63519
O -13.26626 -27.52054 27.63845
O -9.63561 -26.77401 27.26008
O -15.42920 -22.83159 27.30600
O -13.19096 -25.97924 29.45788
O -18.70309 -25.95779 26.29587
O -14.18297 -21.08404 20.25823
O -16.24653 -21.26328 29.05575
O -16.60075 -19.92391 23.93629
O -11.52779 -22.70296 25.59102
O -14.96746 -25.80689 28.09502
O -12.90148 -25.22270 27.13692
O -16.69152 -23.66030 29.18576
O -14.61274 -22.96747 29.61517
O -13.99135 -26.03901 24.39854
N -16.78940 -22.91490 25.11228
N -14.20865 -22.18366 23.82803
N -11.24138 -25.99422 25.02220
C -20.03431 -25.91327 25.86375
C -9.84689 -25.52810 25.19203
C -11.87643 -21.65904 24.67750
C -9.35141 -26.68918 28.63498
C -13.06469 -26.06714 23.30349
C -11.77278 -25.44238 23.74926
C -14.35201 -21.00321 21.65438
C -12.85517 -20.88635 19.75460
C -9.57467 -25.47792 26.69693
C -15.15442 -26.72305 23.98834
C -11.88763 -22.33009 26.94578
C -17.67918 -21.72272 25.13434
C -18.02428 -24.70612 26.34268
C -13.38096 -21.24206 24.62147
C -14.00154 -22.28870 22.37999
C -16.94471 -20.36682 25.22931
C -17.64308 -24.09320 24.97905
C -15.87490 -18.74879 23.92363
H -12.50595 -21.79098 19.25184
H -17.03979 -24.81036 24.41768
H -11.42313 -21.35022 27.09910
H -13.40602 -20.29895 24.06802
H -10.96204 -25.64544 23.04484
H -11.94477 -24.36760 23.88512
H -15.41498 -20.94972 21.89485
H -9.26910 -26.27900 24.64535
H -20.39759 -26.92305 25.67475
H -20.69933 -25.24959 26.42440
H -18.56852 -23.88542 26.81944
H -15.74289 -18.46404 22.87823
H -10.09640 -26.22322 29.28444
H -10.32631 -24.88437 27.22519
H -9.22652 -27.72185 28.96529
H -15.59320 -27.09421 24.91572
H -15.15962 -22.04874 24.15441
H -12.17845 -20.50953 20.52205
H -13.69749 -21.06011 25.64730
H -18.43328 -21.68482 24.34451
H -13.44386 -25.63484 22.37153
H -17.61295 -19.68181 25.76310
H -12.96141 -22.28617 27.13116
H -18.48213 -23.88121 24.31025
H -11.54886 -22.08837 23.72788
H -18.29286 -21.74079 26.04260
H -14.89436 -18.80253 24.40572
H -12.80376 -27.10028 23.05038
H -15.05992 -27.53285 23.25961
H -15.84707 -26.03299 23.49646
H -11.27054 -20.75960 24.83241
H -12.75205 -20.19747 18.91004
H -16.07926 -20.42472 25.89669
H -16.36629 -22.83940 26.05195
H -8.64127 -24.93357 26.89202
H -12.99945 -22.70312 22.22668
H -17.10196 -24.87934 26.90353
H -11.83768 -25.60509 25.75775
H -11.42357 -23.10505 27.55071
H -9.72182 -24.56580 24.68438
H -14.53398 -23.12933 21.92798
H -8.40417 -26.18388 28.86313
H -13.80430 -20.12293 21.99740
H -16.36730 -17.91581 24.44066
H -20.05886 -25.45351 24.86511

***

3.
80
Properties=species:S:1:pos:R:3 method="wB97M-V/def2-TZVPD" orbital_gap_ev=1.387 homo_ev=-12.1 total_charge=+2
Zn 3.61975 1.88766 1.54326
Zn -3.16340 1.81398 3.35115
O 0.23085 5.57829 4.99201
O -0.46006 -1.12881 0.17787
O 2.95352 2.79504 -0.97665
O -1.08721 3.76116 4.70036
O -4.69808 -0.26037 2.47804
O 0.44549 3.83858 6.17764
O -0.93349 0.32378 1.81769
O 1.78199 -3.72244 3.03261
O -0.77340 -0.37384 -6.09111
O 1.11687 0.04202 1.34902
N 1.38008 1.33206 -8.54238
N -3.95745 0.16871 5.30201
N 2.72214 -3.49525 0.25382
N 1.94942 4.16081 1.07805
C -4.01570 -1.18306 4.70878
C 0.19338 0.74800 -8.02982
C 3.03292 -4.19259 2.50879
C 0.44694 5.56974 -0.27153
C 4.24310 -5.36000 0.51997
C -0.04801 -0.19285 1.13921
C -4.28253 -2.13265 5.81179
C -0.17509 4.35747 5.28733
C 0.48222 0.03887 -6.65571
C 1.68612 -3.50152 4.40641
C 2.15363 3.93613 -1.33383
C -5.05605 -1.15712 3.57994
C -0.69809 -1.64778 -5.44590
C 3.00459 -4.65718 1.06111
C -5.63399 -0.20894 1.38330
C 3.16802 1.96012 -2.12511
C 1.18375 4.26684 -0.20242
C -0.34023 -0.26013 -8.99940
H 3.98793 -5.71102 -0.47990
H -5.26112 0.33011 0.51238
H -3.40571 -2.23704 6.45083
H 3.33500 -4.99792 3.17834
H 2.34544 -4.14473 4.98922
H -0.64680 0.21108 -9.93325
H -5.11845 -1.84160 6.44790
H 3.36013 2.49705 -3.05404
H 1.98714 0.52626 -8.58999
H 0.62612 -3.70065 4.56403
H -6.07194 -0.89916 3.87916
H 2.32525 1.27129 -2.18300
H 3.24104 -2.76277 0.71676
H 1.26414 4.41670 1.77449
H -0.07286 -1.57337 -4.55615
H -0.18980 5.73428 0.59771
H 1.33370 1.59207 -9.51724
H -4.53523 -3.13446 5.46449
H -0.18029 -2.38377 -6.06095
H 2.88326 4.74178 -1.41538
H 1.82973 -2.43253 4.56378
H 0.13184 -1.21532 -9.22933
H -1.39174 -1.06894 0.40145
H -0.17747 5.66300 -1.16008
H 0.86645 5.75681 5.68896
H -0.60060 1.48202 -7.89234
H 4.97388 -4.61745 0.19951
H 1.10541 6.43686 -0.32273
H -1.30466 -0.52179 -8.56408
H -3.08208 -1.48730 4.23559
H -1.71046 -1.94578 -5.17307
H -3.33928 0.08201 6.09600
H -6.47320 0.40807 1.70439
H 3.75815 -3.43531 2.80657
H 1.05980 0.70501 -6.01482
H 3.98102 1.24397 -2.00575
H 0.47936 3.44043 -0.29716
H -4.97129 -2.11864 3.07360
H 1.79268 -3.15612 0.45683
H -4.81836 0.39295 5.78020
H 4.50751 -6.15913 1.21247
H 1.13303 -0.79076 -6.93184
H 2.16702 -5.34457 0.94250
H 1.73175 3.84876 -2.33508
H 2.53795 4.98048 1.03465
H -5.86540 -1.18555 0.95810

***

4.
108
Properties=species:S:1:pos:R:3 method="wB97M-V/def2-TZVPD" orbital_gap_ev=10.577 homo_ev=-10.8
O -0.84445 5.89344 0.06187
O -1.92370 -5.20962 -6.05638
O -1.48540 -3.44867 2.31795
O -3.27857 -3.75335 -6.83649
O -4.87994 2.88626 1.86941
O 2.27439 2.59638 1.01724
O -1.26703 2.73287 3.59948
O 1.21385 -1.67463 -7.81636
O 0.40788 5.08400 -1.49165
O 2.79888 4.38478 2.08832
O 2.54241 -0.34821 7.18867
O -3.32181 -2.43479 2.67817
O -5.42283 3.14073 -0.15630
O 3.67896 0.98028 4.70364
O 0.96230 -0.89583 5.90382
O 0.48910 -1.34673 -1.23527
O 4.05891 3.12945 4.84097
O -3.45269 0.20735 -3.26379
O -3.52374 -1.94309 -3.45258
O -0.69622 0.27676 -0.17987
O 0.71162 -1.18157 0.86223
O 3.39028 -1.21149 -1.78975
O 3.88317 -5.14347 2.12480
O 3.76407 -0.88058 0.28420
O 4.92282 1.39954 -3.46968
O 1.51707 -1.42167 -5.70722
O -2.62858 1.17559 3.77156
O -5.18905 -0.74848 -4.09041
O 3.13751 1.75341 -4.55667
O 2.78298 -5.23124 3.94485
N 3.48420 -4.67054 3.15355
N -4.72873 2.66122 0.71669
N 3.31396 2.15573 4.82048
N -0.35613 4.98013 -0.54817
N 3.79217 1.69158 -3.51203
N 1.48474 -0.86101 6.96001
N -2.29740 2.28431 3.95479
N -2.26733 -4.06306 -6.26205
N 3.40513 -1.56769 -0.61920
N 1.67353 -1.08545 -6.86278
N 3.08483 3.32514 1.60678
N -2.47738 -2.88440 1.94536
C -3.69686 1.66362 0.27568
C 0.06356 -0.66616 -0.17542
C -4.01409 -0.91935 -3.59748
C -3.21401 3.18171 4.71048
C 2.47775 0.16854 -7.09064
C 0.42190 -0.64815 2.16002
C -5.83978 -1.93332 -4.51567
C 3.12689 -2.97701 -0.25276
C -4.22167 1.43533 -3.27316
C 0.76025 -1.53012 8.04505
C -2.75965 -2.83892 0.46227
C 3.07670 1.87255 -2.21530
C -0.65281 3.62409 -0.08637
C 3.77495 -3.23423 3.42417
C 0.07451 -0.96961 -2.52620
C -1.36513 -2.96069 -5.77203
C 4.50485 2.89034 1.72149
C 1.83979 2.38444 4.88560
H 3.47224 0.00379 -6.69610
H 0.19136 -2.31665 7.56960
H 1.96831 0.91321 -6.49385
H 0.42960 0.44385 2.15969
H -4.90437 1.49458 -4.11870
H -1.52030 -2.11483 -6.43240
H 0.03006 3.31820 0.69536
H -1.61301 -2.73529 -4.74265
H 2.83794 -2.72451 3.26497
H 1.38011 1.66578 4.23373
H -3.59438 2.31290 -3.39635
H -0.34412 -3.29784 -5.87272
H 1.66139 3.41411 4.59838
H -3.24664 1.95960 -0.65685
H 0.84695 -0.42665 -3.06186
H 2.23781 -3.00485 0.36000
H 1.45914 -1.92434 8.76792
H 4.64996 2.34573 2.63725
H 3.98805 -3.36732 0.28109
H 5.13039 3.76974 1.61549
H 4.15084 -3.18513 4.43288
H -0.86837 -0.41729 -2.50522
H -4.23303 0.72575 0.15984
H 3.03678 -3.61644 -1.12437
H -2.82225 -1.79780 0.16671
H -3.72520 -3.32688 0.38520
H -4.79611 1.44220 -2.35169
H -3.30751 4.06850 4.09590
H 2.88986 2.93059 -2.05066
H -4.12987 2.64376 4.87432
H 0.12012 -0.77345 8.48595
H 2.17723 1.28223 -2.16915
H 1.51570 2.22964 5.90993
H -6.74077 -2.09571 -3.91781
H -2.97036 1.58192 1.07739
H -0.51271 2.95024 -0.92874
H 4.72631 2.28042 0.85311
H -0.59814 -0.91352 2.48532
H -2.69036 3.42017 5.63095
H -1.69665 3.54476 0.18529
H -1.97233 -3.37333 -0.04507
H 2.49525 0.34715 -8.15336
H 4.52187 -2.90502 2.71578
H 3.76540 1.52569 -1.45292
H 1.05560 -1.08869 2.92001
H -0.15218 -1.88010 -3.07825
H -6.19239 -1.80154 -5.53996
H -5.19815 -2.80382 -4.46128

***

Here are the calculated electronic energy numbers, same order: -64504.093; -78610.441; -142655.989; -98716.544 (eV).